*P*
C6H8N | ωB97M-V/def2-TZVPD

Computed properties:
Spin multiplicity: 1
Orbital gap (eV): 8.32
Structure (SMILES): C=CC(=C)C#C[NH3+]
Total charge: +1

Element x y z (Å)
1 C -0.2727 1.1456 0.5953
2 C -0.6036 -0.2138 0.6244
3 C -1.2175 2.0590 0.8164
4 C 1.3602 0.7151 -1.1372
5 C 0.8577 1.6257 -0.2733
6 C -0.5059 -1.4377 0.4418
7 N -0.2820 -2.7639 0.1134
8 H -0.9892 3.0555 0.5174
9 H -2.0946 1.7750 1.2731
10 H 1.1494 -0.4093 -1.0857
11 H 1.9794 1.0392 -1.9095
12 H 1.0522 2.6822 -0.2184
13 H -0.1133 -2.9080 -0.9366
14 H -0.9314 -3.3923 0.6761
15 H 0.6111 -2.9724 0.5026

=====

*Q*
C6H8N | ωB97M-V/def2-TZVPD

Computed properties:
Spin multiplicity: 1
Orbital gap (spin up / spin down) (eV): 9.46 / 5.13
Total charge: +1

Element x y z (Å)
1 C 2.3032 0.1649 0.6229
2 C 2.9478 -0.2435 -0.4096
3 C -1.8807 0.6998 1.4295
4 C -0.8628 0.0584 0.8003
5 C 0.4222 -0.6020 -1.2186
6 C -0.6954 -0.0880 -0.5337
7 N 1.6142 0.1318 -0.6925
8 H 1.9323 0.5540 1.6550
9 H 3.7879 -0.7004 -0.8383
10 H -1.9912 0.8350 2.5189
11 H -2.7328 1.2832 1.0209
12 H -0.1153 -0.3553 1.4003
13 H 0.4061 -1.7476 -1.1566
14 H 0.4783 -0.3545 -2.2482
15 H -1.5119 0.5079 -1.0854

=====

Which of them is most stable? Easy: *P*.

=====

*P*
C4H6O | ωB97M-V/def2-TZVPD

Computed properties:
Spin multiplicity: 1
Orbital gap (eV): 10.20
Structure (SMILES): C#CCOC

Element x y z (Å)
1 C -1.9110 0.2263 0.2517
2 O -0.6308 0.5986 -0.2285
3 C 0.3156 -0.3652 -0.0560
4 C 1.6630 0.0036 -0.3524
5 C 2.7370 0.3581 -0.7774
6 H -2.2699 -0.6978 -0.2265
7 H -2.5870 1.0461 -0.0001
8 H -1.9042 0.0832 1.3420
9 H 0.8157 -0.5090 1.0602
10 H 0.0247 -1.3801 -0.2852
11 H 3.7469 0.6363 -0.7278

=====

*Q*
C4H6O | ωB97M-V/def2-TZVPD

Computed properties:
Spin multiplicity: 1
Orbital gap (eV): 9.67
Structure (SMILES): C1=COCC1

Element x y z (Å)
1 C -1.1235 -0.3990 -0.1169
2 C -0.6821 1.0733 0.0768
3 C 0.8954 0.9224 -0.0408
4 C 1.1684 -0.3935 -0.0368
5 H -1.4722 -0.7322 -1.0836
6 H -2.0356 -0.6466 0.5424
7 H -0.9411 1.4533 1.1569
8 H -1.1131 1.7388 -0.6875
9 H 1.6424 1.6579 -0.2220
10 H 2.0956 -0.9413 0.0802
11 O 0.0344 -1.2187 0.1150

=====

*R*
C4H6O | ωB97M-V/def2-TZVPD

Computed properties:
Spin multiplicity: 1
Orbital gap (eV): 10.64
Structure (SMILES): C#C[C@H](C)O

Element x y z (Å)
1 C -1.0988 0.4801 -0.3536
2 C 0.3668 0.3683 -0.0569
3 C 0.6278 -0.8673 0.6373
4 C 0.7597 -1.9098 1.2499
5 H -1.3361 1.4876 -0.7338
6 H -1.4043 -0.2678 -1.0952
7 H -1.6512 0.3921 0.6491
8 H 0.5530 1.2037 0.6866
9 H 1.0319 1.4659 -1.4962
10 H 1.0173 -2.8540 1.7523
11 O 1.1340 0.5012 -1.2397

=====

*S*
C4H6O | ωB97M-V/def2-TZVPD

Computed properties:
Spin multiplicity: 1
Orbital gap (eV): 10.56
Structure (SMILES): OCC1C=C1

Element x y z (Å)
1 C -1.2856 -0.1983 -0.0299
2 C 0.0299 0.0616 0.7043
3 C 1.2551 -0.3554 -0.1326
4 O 0.7544 -0.4109 -1.4286
5 C -0.8416 1.0313 0.0456
6 H -2.2476 -0.6681 0.0251
7 H -0.2876 -0.6819 -1.1900
8 H 0.0993 0.0975 1.7914
9 H 1.7028 -1.3188 0.1616
10 H 1.9999 0.4335 0.0703
11 H -1.1048 2.0678 -0.0356

=====

Which of them is most stable? Easy: *Q*.

=====

*P*
C4H6O | ωB97M-V/def2-TZVPD

Computed properties:
Spin multiplicity: 1
Orbital gap (eV): 10.23
Structure (SMILES): C1=CCOC1

Element x y z (Å)
1 C -1.1632 0.2850 0.1020
2 C 1.1535 0.4381 0.0045
3 C 0.6712 -0.9641 -0.1659
4 C -0.6170 -1.0898 -0.0664
5 H -1.7891 0.3280 1.0475
6 H -1.8375 0.4832 -0.7581
7 H 1.8230 0.7712 -0.8330
8 H 1.7077 0.5895 0.9158
9 H 1.3658 -1.8201 -0.1838
10 H -1.2455 -1.9751 -0.0814
11 O -0.0365 1.2010 0.0810

=====

*Q*
C4H6O | ωB97M-V/def2-TZVPD

Computed properties:
Spin multiplicity: 1
Orbital gap (eV): 9.73
Structure (SMILES): C1=COCC1

Element x y z (Å)
1 C -0.0209 -1.1543 -0.0669
2 C 1.0060 0.0290 0.0614
3 C -0.0605 1.1867 -0.0716
4 C -1.2308 0.6567 0.0792
5 H 0.1167 -1.9203 0.7412
6 H 0.1764 -1.6414 -0.9927
7 H 1.9072 0.1004 -0.6502
8 H 1.4736 0.1091 1.1032
9 H 0.1799 2.1970 -0.1999
10 H -2.2126 1.1591 -0.0178
11 O -1.3349 -0.7219 0.0142

=====

Which of them is most stable? Easy: *P*.

=====

*P*
C4H6O | ωB97M-V/def2-TZVPD

Computed properties:
Spin multiplicity: 1
Orbital gap (eV): 10.93
Structure (SMILES): C1C[C@H]2O[C@@H]12

Element x y z (Å)
1 C -0.3685 -0.5877 0.7386
2 C 1.0538 -0.3395 0.1547
3 C 0.5085 0.9017 -0.5945
4 O -0.8028 0.1927 -1.4141
5 C -0.8601 0.6032 -0.0823
6 H -0.4258 -0.4182 1.8152
7 H -0.8639 -1.5339 0.4916
8 H 1.7789 -0.0818 0.9377
9 H 1.4891 -1.1068 -0.4879
10 H 0.1440 1.0762 -1.7402
11 H -1.6533 1.2942 0.1814

=====

*Q*
C4H6O | ωB97M-V/def2-TZVPD

Computed properties:
Spin multiplicity: 1
Orbital gap (spin up / spin down) (eV): 7.33 / 7.34

Element x y z (Å)
1 C -0.1977 -0.3470 -1.1038
2 C -0.2093 0.0832 0.0116
3 C 0.3046 -0.6374 -2.4582
4 C -0.6029 0.8731 2.5750
5 O 0.3040 1.7602 2.8878
6 H 0.4970 -1.7826 -2.3865
7 H 1.2108 -0.2154 -2.7125
8 H -0.4949 -0.4734 -3.0995
9 H -0.3192 -0.0819 2.6297
10 H -1.5880 1.3074 2.5323
11 H 1.1059 1.2550 3.1966

=====

*R*
C4H6O | ωB97M-V/def2-TZVPD

Computed properties:
Spin multiplicity: 1
Orbital gap (eV): 11.14
Structure (SMILES): C#CCOC

Element x y z (Å)
1 C -1.6905 0.2645 0.1356
2 O -0.5781 0.1274 0.9856
3 C 0.4400 -0.6775 0.4541
4 C 1.3614 0.0464 -0.4372
5 C 2.2655 0.6739 -0.9236
6 H -1.4324 0.7591 -0.8131
7 H -2.4208 0.8752 0.6739
8 H -2.1357 -0.7196 -0.0835
9 H 1.0627 -0.9942 1.2944
10 H 0.0245 -1.5833 -0.0103
11 H 3.1034 1.2281 -1.2759

=====

Which of them is most stable? Easy: *R*.

=====

*P*
C4H14N2O3S | ωB97M-V/def2-TZVPD

Computed properties:
Spin multiplicity: 1
Orbital gap (eV): 9.17
Structure (SMILES): C[C@@H](CS)NC(N)=O.O.O

Element x y z (Å)
1 C 0.6804 -1.2742 0.9830
2 C -0.3352 -0.6895 0.0108
3 C -1.7619 -0.8329 0.5415
4 S -2.3446 -2.5658 0.6250
5 N -0.0965 0.7714 -0.1152
6 C 0.3333 1.2729 -1.3358
7 N 0.7252 2.6339 -1.3233
8 O 0.4421 0.5955 -2.3527
9 H 1.7206 -1.0729 0.6198
10 H 0.6477 -0.8993 1.9817
11 H 0.5967 -2.3714 1.0325
12 H -0.2585 -1.1726 -1.0326
13 H -2.5133 -0.2056 -0.0678
14 H -1.8815 -0.3942 1.5675
15 H -2.4540 -2.8205 -0.6959
16 H -0.0001 1.3174 0.6942
17 H 0.4703 3.2084 -0.5628
18 H 0.8910 3.0867 -2.1856
19 H 0.6158 2.9762 2.7942
20 H 1.0839 1.5409 2.9827
21 O 0.4345 2.0483 2.5103
22 H 2.5986 0.7243 -0.8740
23 H 3.4068 -0.2167 -1.7313
24 O 3.4595 0.1884 -0.8638

=====

*Q*
C4H14N2O3S | ωB97M-V/def2-TZVPD

Computed properties:
Spin multiplicity: 1
Orbital gap (eV): 8.49
Structure (SMILES): NC[C@@H](CS)NC=O.O.O

Element x y z (Å)
1 O 0.2483 1.4637 0.8394
2 C -0.8712 0.9841 0.8174
3 N -1.1820 -0.0409 -0.0774
4 C -0.3277 -0.1032 -1.2734
5 C 1.0223 -0.8244 -0.9320
6 S 0.8362 -1.9133 0.5166
7 C 0.0162 1.2771 -1.9803
8 N 0.6403 0.8984 -3.2901
9 H -1.5077 1.4887 1.6745
10 H -1.7509 -0.8100 0.1182
11 H -0.7693 -0.6267 -2.1758
12 H 1.4740 -1.0840 -1.8313
13 H 1.6922 0.0602 -0.5620
14 H 1.5529 -1.2494 1.4541
15 H -0.9777 1.8238 -2.2538
16 H 0.6587 1.8134 -1.2951
17 H 1.3211 0.0707 -3.1672
18 H 0.0875 0.9438 -4.1561
19 H -2.4504 -1.7592 2.3665
20 H -1.6599 -0.5354 3.0707
21 O -2.1167 -0.8803 2.3612
22 H 1.9570 0.1946 3.4297
23 H 0.6098 -0.4929 3.3087
24 O 1.4968 -0.6987 3.0374

=====

Which of them is most stable? Easy: *P*.

=====

*P*
C3H8O2 | ωB97M-V/def2-TZVPD

Computed properties:
Spin multiplicity: 1
Orbital gap (eV): 9.51
Structure (SMILES): C=C(C)O.O

Element x y z (Å)
1 C -2.2667 -0.6366 -0.3273
2 C -1.0243 -0.0860 -0.2464
3 O 0.2039 -0.7547 -0.4731
4 C -0.8577 1.2771 0.3338
5 H -3.0587 -0.0727 0.1371
6 H -2.5113 -1.6263 -0.6049
7 H 0.7711 -0.4779 0.2693
8 H -1.7825 1.9113 0.4807
9 H -0.2456 1.2889 1.3106
10 H -0.4167 1.7561 -0.5348
11 H 3.4014 -0.7821 0.0945
12 H 3.0462 0.7641 -0.0527
13 O 3.0072 -0.0063 0.5155

=====

*Q*
C3H8O2 | ωB97M-V/def2-TZVPD

Computed properties:
Spin multiplicity: 1
Orbital gap (eV): 10.93
Structure (SMILES): C[C@@H](O)CO

Element x y z (Å)
1 C 0.3520 1.5386 0.0721
2 C 0.0238 0.1864 -0.5149
3 O 1.1009 -0.2652 -1.3037
4 C -0.2485 -0.7748 0.6142
5 O -0.4796 -2.0842 0.1104
6 H 1.2667 1.4578 0.6683
7 H -0.4683 1.8682 0.7214
8 H 0.5089 2.2832 -0.7077
9 H -0.9029 0.2387 -1.1185
10 H 0.9263 -1.2005 -1.4890
11 H 0.5086 -0.7918 1.4007
12 H -1.2182 -0.4829 1.0901
13 H -1.3697 -1.9734 0.4565

=====

*R*
C3H8O2 | ωB97M-V/def2-TZVPD

Computed properties:
Spin multiplicity: 1
Orbital gap (eV): 9.97
Structure (SMILES): C=C(C)O.O

Element x y z (Å)
1 C 0.7447 -1.0415 0.4056
2 C -0.2645 -0.6111 -0.3293
3 O -0.1961 -0.4677 -1.6780
4 C -1.6109 -0.2453 0.1925
5 H 0.6395 -1.1857 1.4758
6 H 1.6907 -1.3796 0.0066
7 H 0.6763 -0.7666 -1.9796
8 H -1.7537 -0.6577 1.1895
9 H -1.7260 0.8336 0.2794
10 H -2.3503 -0.6256 -0.5100
11 H 1.8305 2.5964 -0.0295
12 H 1.1943 1.2950 0.4482
13 O 1.1256 2.2559 0.5287

=====

Which of them is most stable? Easy: *R*.